Below is a single C4H9NO2 molecule in a non-equilibrium geometry, with properties calculated with the ωB97M-V functional and the def2-TZVPD basis.

The HOMO energy comes out at -9.194 eV. Its LUMO energy is 0.69 eV. The total energy is -362.98388 Eh. For the frontier orbital gap, the calculation gives 9.9 eV. As for the total charge: 0. For the energy above the lowest of the compared OMol25 structures with the same formula, charge and spin, the calculation gives 266.9 kJ/mol.

Last column: Mulliken charge in e.
CARTESIAN COORDINATES (ANGSTROEM)
O 2.70 0.78 -0.08  -0.465
C 1.90 0.51 0.77  -0.158
C 0.43 0.28 0.54  0.090
C -0.13 -0.30 -0.75  0.305
C -1.31 -1.28 -0.47  -1.272
O -0.45 0.64 -1.75  -0.584
N -0.47 1.24 1.10  -0.521
H 2.04 0.33 1.86  0.308
H 0.32 -0.64 1.34  0.163
H 0.73 -0.87 -1.27  0.257
H -1.72 -1.50 -1.45  0.348
H -0.82 -2.19 -0.08  0.323
H -1.86 -0.86 0.36  0.378
H -0.57 0.30 -2.64  0.341
H -0.60 2.01 0.47  0.243
H -0.20 1.54 2.04  0.244